# 1
A cluster of 2 separate species, C10H15F6IN2OP in total at a distorted geometry. Source: the OMol25 dataset; level of theory: ωB97M-V with the def2-TZVPD basis set.

Calculated values
gap between HOMO and LUMO: 0.350 hartree
ΔE to the lowest compared entry with this formula, charge and spin: 0.468 eV
spin multiplicity: 1
HOMO energy: -7.277 eV
total charge: -1

Last columns: bonded neighbours and bond lengths (Å).
Geometry (Å):
1 C 0.123 2.775 -0.411  C2 1.526, H15 1.085, H16 1.078, H17 1.081
2 C -0.566 1.741 0.476  C1 1.526, O3 1.415, H18 1.085, H19 1.077
3 O -0.388 0.415 0.015  C2 1.415, C4 1.381
4 C -1.129 0.110 -1.109  O3 1.381, C5 1.526, H20 1.088, H21 1.095
5 C -0.829 -1.332 -1.510  C4 1.526, C6 1.460, C8 1.549, C11 1.558
6 C -1.330 -1.496 -2.872  C5 1.460, N7 1.168
7 N -1.776 -1.603 -3.947  C6 1.168
8 C -1.639 -2.340 -0.657  C5 1.549, C9 1.444, H22 1.084, H23 1.077
9 C -1.813 -1.854 0.692  C8 1.444, N10 1.174
10 N -1.697 -1.307 1.724  C9 1.174
11 C 0.691 -1.664 -1.589  C5 1.558, I12 2.150, C13 1.525, H24 1.080
12 I 1.506 -2.570 0.182  C11 2.150
13 C 1.573 -0.479 -1.970  C11 1.525, C14 1.526, H25 1.079, H26 1.083
14 C 2.871 -0.907 -2.648  C13 1.526, H27 1.080, H28 1.080, H29 1.081
15 H -0.504 3.037 -1.256  C1 1.085
16 H 0.308 3.658 0.178  C1 1.078
17 H 1.039 2.368 -0.817  C1 1.081
18 H -1.629 1.948 0.548  C2 1.085
19 H -0.109 1.774 1.450  C2 1.077
20 H -0.946 0.763 -1.959  C4 1.088
21 H -2.201 0.186 -0.899  C4 1.095
22 H -2.628 -2.418 -1.096  C8 1.084
23 H -1.222 -3.331 -0.701  C8 1.077
24 H 0.805 -2.404 -2.366  C11 1.080
25 H 1.846 0.025 -1.056  C13 1.079
26 H 1.052 0.258 -2.568  C13 1.083
27 H 2.758 -0.961 -3.721  C14 1.080
28 H 3.232 -1.840 -2.242  C14 1.080
29 H 3.623 -0.166 -2.418  C14 1.081
30 F 0.562 1.076 3.153  P31 1.657
31 P -0.148 1.083 4.651  F30 1.657, F32 1.655, F33 1.655, F34 1.655, F35 1.650, F36 1.652
32 F -0.383 2.470 5.523  P31 1.655
33 F -1.405 1.654 3.737  P31 1.655
34 F 1.395 1.352 5.186  P31 1.655
35 F 0.303 -0.503 4.684  P31 1.650
36 F -1.347 0.481 5.613  P31 1.652

# 2
A cluster of 2 separate species, C10H15IN in total at a distorted geometry. Source: the OMol25 dataset; level of theory: ωB97M-V with the def2-TZVPD basis set.

Calculated values
gap between HOMO and LUMO (alpha / beta): 0.275 / 0.220 hartree
ΔE to the lowest compared entry with this formula, charge and spin: 1.412 eV
spin multiplicity: 1
HOMO energy (alpha / beta): -12.989 / -11.949 eV
total charge: +1

Last columns: bonded neighbours and bond lengths (Å).
Geometry (Å):
1 C 2.006 1.845 -1.779  N11 1.169, H13 1.040
2 C -0.616 -1.711 -0.153  C3 1.380, C4 1.465, H14 1.079
3 C 0.315 -1.037 -0.915  C2 1.380, C6 1.365, C8 1.450
4 C -1.166 -1.358 1.158  C2 1.465, C5 1.546, H15 1.109, H16 1.141
5 C -0.576 -0.048 1.729  C4 1.546, C7 1.515, H17 1.063, H18 1.102
6 C 0.630 0.224 -0.499  C3 1.365, C7 1.625, N11 1.329
7 C -0.203 0.975 0.677  C5 1.515, C6 1.625, C9 1.514, C10 1.526
8 C 0.793 -1.609 -2.159  C3 1.450, H19 1.135, H20 1.074, H21 1.101
9 C -1.433 1.505 -0.030  C7 1.514, H22 1.050, H23 1.069, H24 1.154
10 C 0.697 2.064 1.255  C7 1.526, H25 1.003, H26 1.098, H27 1.081
11 N 1.327 1.021 -1.304  C1 1.169, C6 1.329
12 I 0.561 -5.044 1.076  no bonds
13 H 2.288 2.710 -2.282  C1 1.040
14 H -0.715 -2.741 -0.459  C2 1.079
15 H -2.267 -1.410 1.032  C4 1.109
16 H -0.857 -2.243 1.809  C4 1.141
17 H -1.374 0.353 2.305  C5 1.063
18 H 0.343 -0.143 2.331  C5 1.102
19 H 1.854 -2.010 -2.093  C8 1.135
20 H 0.965 -0.905 -2.951  C8 1.074
21 H 0.022 -2.351 -2.415  C8 1.101
22 H -2.095 1.877 0.695  C9 1.050
23 H -2.076 0.740 -0.410  C9 1.069
24 H -1.216 2.260 -0.875  C9 1.154
25 H 1.608 1.693 1.450  C10 1.003
26 H 0.449 2.453 2.252  C10 1.098
27 H 0.738 2.887 0.555  C10 1.081

no.,electronic energy (eV)
1,-49340.164
2,-20193.289